A structure of composition C17H38Cl30InO2, computed with ωB97M-V/def2-TZVPD.

total charge: -1
relative energy (zero: lowest compared OMol25 entry of this formula, charge and spin): 0.0 kcal/mol
HOMO-LUMO gap: 6.253 eV

Structure (XYZ):
```
88
C17H38Cl30InO2 ωB97M-V/def2-TZVPD
C 0.941 2.810 3.429
In 1.480 3.238 1.315
C 3.693 2.959 1.190
O 4.174 2.561 -0.133
O 4.730 1.225 -0.055
H 0.329 1.914 3.544
H 0.395 3.658 3.847
H 1.849 2.682 4.027
H 0.683 2.133 0.161
H 0.988 4.920 0.983
H 3.937 2.143 1.870
H 4.289 3.818 1.513
H 3.918 0.696 -0.095
C 1.308 1.375 -2.595
Cl 2.162 -0.047 -1.975
Cl -0.433 1.077 -2.632
H 1.499 2.203 -1.919
H 1.648 1.570 -3.605
C -2.957 3.010 -4.794
Cl -4.701 2.914 -4.496
Cl -2.293 4.618 -4.505
H -2.461 2.321 -4.124
H -2.780 2.741 -5.828
C -4.448 -1.355 -4.301
Cl -4.109 -1.581 -2.586
Cl -3.253 -0.325 -5.114
H -4.454 -2.321 -4.792
H -5.412 -0.868 -4.383
C 0.966 -2.245 1.497
Cl 1.014 -2.808 3.173
Cl 2.425 -1.383 1.015
H 0.863 -3.118 0.863
H 0.121 -1.573 1.384
C -7.799 -3.215 -1.200
Cl -7.380 -3.469 -2.904
Cl -7.011 -1.794 -0.506
H -8.867 -3.069 -1.139
H -7.488 -4.087 -0.639
C 0.240 -3.238 -2.836
Cl -0.223 -4.950 -2.782
Cl -0.858 -2.268 -3.815
H 0.221 -2.851 -1.824
H 1.236 -3.168 -3.258
C -2.166 -0.574 5.688
Cl -1.512 -0.560 4.049
Cl -1.313 0.537 6.765
H -3.207 -0.275 5.644
H -2.066 -1.577 6.085
C 5.507 0.755 -3.026
Cl 5.137 1.174 -4.704
Cl 5.342 -0.992 -2.739
H 6.534 1.032 -2.818
H 4.818 1.265 -2.363
C -3.141 7.908 -2.593
Cl -3.562 9.539 -2.044
Cl -1.841 7.911 -3.785
H -2.812 7.332 -1.736
H -4.019 7.466 -3.048
C 1.819 -6.303 2.558
Cl 1.126 -6.048 0.951
Cl 0.608 -6.830 3.733
H 2.578 -7.071 2.482
H 2.234 -5.361 2.897
C 7.651 -0.141 -0.137
Cl 8.145 -0.710 1.461
Cl 8.986 0.640 -1.010
H 7.325 -0.994 -0.719
H 6.849 0.578 -0.012
C -9.487 -1.672 2.366
Cl -10.023 -2.935 1.249
Cl -8.091 -2.186 3.319
H -9.203 -0.804 1.783
H -10.303 -1.445 3.041
C 6.480 -3.545 -4.993
Cl 6.100 -3.058 -6.648
Cl 6.332 -5.294 -4.758
H 7.503 -3.260 -4.780
H 5.793 -3.045 -4.324
C -7.587 -0.540 6.702
Cl -6.154 -1.067 7.592
Cl -7.947 1.173 6.960
H -7.412 -0.696 5.645
H -8.434 -1.121 7.044
C 7.163 2.832 3.536
Cl 5.605 2.340 4.197
Cl 7.186 2.725 1.771
H 7.349 3.865 3.805
H 7.930 2.179 3.937
```